The following is a quantum chemistry calculation of a molecular structure, C49H46F3N6O4P2SSe2TeV, from the Open Molecules 2025 dataset.

Results
- lowest unoccupied orbital energy (spin up / spin down) (eV) = -3.616 / -3.359
- highest occupied orbital energy (spin up / spin down) (eV) = -9.598 / -9.608
- frontier orbital gap (spin up / spin down) (eV) = 5.982 / 6.248
- energy (Ha) = -9919.71095

Geometry as ORCA input:
```
! wB97M-V def2-TZVPD RIJCOSX def2/J DEFGRID3
* xyz 1 2
V -0.13 0.59 -0.53
C 0.63 3.87 2.30
C 0.37 2.96 1.14
N 0.40 1.68 1.20
N 0.70 1.07 2.38
C 0.83 -0.23 2.25
N 1.13 -0.94 3.34
S 0.72 -1.12 0.74
C 0.04 3.52 -0.19
C 0.06 4.88 -0.47
C -0.27 5.30 -1.75
C -0.62 4.37 -2.71
C -0.61 3.02 -2.36
N -0.30 2.62 -1.13
H 0.72 3.28 3.21
H 1.56 4.42 2.14
H -0.18 4.59 2.40
H 1.01 -0.50 4.24
H 1.04 -1.94 3.31
H 0.33 5.59 0.30
H -0.27 6.36 -1.99
H -0.88 4.66 -3.72
H -0.86 2.24 -3.07
Se -2.42 -3.13 0.44
Se -2.57 -3.84 2.62
C -2.15 -2.21 3.58
C -1.89 -2.32 4.94
C -1.74 -1.15 5.67
C -1.85 0.07 5.01
C -2.08 0.06 3.64
N -2.23 -1.06 2.94
C -0.82 -3.99 -0.19
C -0.06 -4.92 0.51
C 1.05 -5.45 -0.12
C 1.35 -5.05 -1.42
C 0.53 -4.11 -2.02
N -0.54 -3.59 -1.42
H -1.83 -3.29 5.42
H -1.56 -1.19 6.73
H -1.76 1.01 5.54
H -2.18 0.98 3.09
H -0.33 -5.21 1.52
H 1.67 -6.18 0.38
H 2.19 -5.46 -1.95
H 0.72 -3.77 -3.03
O 1.78 1.10 -1.06
P 3.19 1.41 -1.46
C 3.16 2.51 -2.88
C 3.03 3.89 -2.71
C 2.83 4.71 -3.81
C 2.74 4.15 -5.08
C 2.85 2.78 -5.26
C 3.06 1.96 -4.16
C 4.11 2.22 -0.15
C 3.78 1.91 1.17
C 4.50 2.48 2.21
C 5.54 3.35 1.94
C 5.87 3.66 0.63
C 5.16 3.10 -0.42
C 4.07 -0.07 -1.94
C 5.40 0.01 -2.34
C 6.08 -1.14 -2.72
C 5.43 -2.36 -2.69
C 4.10 -2.45 -2.29
C 3.42 -1.30 -1.91
H 3.10 4.32 -1.72
H 2.75 5.78 -3.68
H 2.59 4.79 -5.94
H 2.78 2.35 -6.25
H 3.14 0.88 -4.29
H 2.98 1.21 1.38
H 4.24 2.23 3.24
H 6.10 3.80 2.75
H 6.69 4.34 0.42
H 5.42 3.35 -1.44
H 5.92 0.96 -2.35
H 7.11 -1.08 -3.03
H 5.96 -3.26 -2.98
H 3.60 -3.40 -2.26
H 2.38 -1.35 -1.61
F 0.23 -1.79 -9.66
C 0.37 -2.79 -8.77
F -0.61 -3.67 -9.01
F 1.53 -3.40 -9.04
C 0.31 -2.26 -7.36
C 1.40 -2.37 -6.51
C 1.32 -1.86 -5.22
C 0.15 -1.25 -4.78
C -0.94 -1.15 -5.65
C -0.86 -1.65 -6.93
C 0.07 -0.72 -3.45
C 0.03 -0.28 -2.32
H 2.31 -2.85 -6.85
H 2.17 -1.94 -4.55
H -1.85 -0.67 -5.30
H -1.70 -1.57 -7.60
C -3.64 -2.65 -3.25
C -4.13 -1.27 -2.90
O -3.08 -0.59 -2.16
P -3.34 0.40 -0.97
O -1.85 0.47 -0.37
Te -4.99 -0.12 0.54
O -3.46 1.81 -1.70
C -4.30 2.89 -1.23
C -3.63 3.68 -0.14
H -4.37 -3.14 -3.90
H -3.52 -3.25 -2.35
H -2.68 -2.61 -3.77
H -5.03 -1.30 -2.29
H -4.33 -0.66 -3.79
H -5.25 2.47 -0.88
H -4.49 3.50 -2.12
H -3.44 3.04 0.73
H -4.27 4.50 0.18
H -2.68 4.09 -0.49
*
```



The following is a quantum chemistry calculation of a molecular structure, C49H48As2ClHfIN7O9S at a distorted geometry, from the Open Molecules 2025 dataset.

Results
- lowest unoccupied orbital energy (eV) = -8.083
- ΔE to the lowest compared entry with this formula, charge and spin (kcal per mole) = 53.68
- highest occupied orbital energy (eV) = -13.113
- frontier orbital gap (eV) = 5.030
- energy (Ha) = -8631.33483

Geometry as ORCA input:
```
! wB97M-V def2-TZVPD RIJCOSX def2/J DEFGRID3
* xyz 3 1
Hf 15.13 12.73 11.41
C 16.43 10.22 12.70
C 15.75 10.52 14.01
C 14.26 10.65 13.96
C 13.49 10.31 15.03
C 12.14 10.59 15.05
C 11.54 11.15 13.93
C 12.30 11.25 12.79
N 13.70 11.14 12.86
N 16.88 11.33 11.85
C 17.35 10.78 10.50
C 16.13 10.06 9.95
C 16.19 8.80 9.39
C 15.08 8.33 8.64
C 13.90 9.12 8.57
C 13.93 10.37 9.25
N 14.97 10.82 9.98
C 18.01 12.03 12.58
C 18.26 13.36 11.95
C 19.39 14.10 12.42
C 19.64 15.27 11.76
C 18.93 15.63 10.57
C 17.76 14.84 10.29
N 17.43 13.82 11.02
H 15.85 9.54 12.11
H 17.29 9.58 12.94
H 16.17 11.44 14.31
H 16.03 9.75 14.76
H 14.02 9.95 15.91
H 11.52 10.37 15.95
H 10.51 11.28 13.77
H 11.95 11.43 11.81
H 18.24 10.15 10.74
H 17.70 11.59 9.86
H 17.09 8.24 9.60
H 15.12 7.36 8.17
H 12.92 8.80 8.21
H 13.01 10.93 9.30
H 18.90 11.39 12.40
H 17.72 12.14 13.70
H 20.10 13.66 13.17
H 20.50 15.92 11.93
H 19.19 16.44 9.89
H 17.06 15.12 9.54
Cl 16.61 19.05 14.35
C 16.44 17.35 14.03
C 16.58 16.43 15.08
C 16.19 15.08 14.84
I 16.67 13.73 16.38
C 15.78 14.61 13.61
O 15.43 13.38 13.24
C 15.62 15.62 12.57
N 15.14 15.20 11.35
C 14.93 16.13 10.44
C 15.25 17.50 10.50
C 15.90 17.93 11.63
C 16.01 16.94 12.76
H 16.83 16.68 16.11
H 14.45 15.72 9.54
H 15.06 18.14 9.65
H 16.33 18.90 11.75
C 11.95 17.63 12.18
O 11.33 16.48 12.79
C 11.34 15.27 12.10
O 11.15 14.21 12.62
C 11.63 15.33 10.67
C 10.86 16.02 9.77
As 10.97 16.09 7.79
C 9.49 14.95 7.33
C 12.42 14.65 7.59
C 13.01 13.86 8.48
As 12.39 13.56 10.39
C 10.74 12.70 10.14
C 14.30 13.21 8.32
O 15.05 13.37 9.30
O 14.70 12.60 7.28
C 16.08 12.10 7.25
C 13.07 14.62 6.22
O 12.67 14.05 5.26
O 14.22 15.29 6.34
C 14.97 15.44 5.08
C 9.81 16.93 10.47
O 8.96 16.40 11.17
O 9.86 18.24 10.21
C 8.93 19.09 10.87
H 12.51 18.00 13.00
H 11.17 18.36 11.90
H 12.46 17.34 11.32
H 8.64 15.10 7.98
H 9.69 13.86 7.25
H 9.04 15.33 6.41
H 10.58 12.02 10.94
H 10.71 12.17 9.18
H 9.96 13.46 10.09
H 16.73 12.95 7.38
H 16.17 11.58 6.31
H 16.10 11.35 7.99
H 15.95 14.91 5.25
H 15.08 16.51 4.96
H 14.43 14.98 4.26
H 8.97 19.05 11.94
H 7.84 18.92 10.64
H 9.07 20.10 10.44
N 11.95 5.48 15.03
C 11.10 6.52 14.79
N 10.84 7.01 13.61
C 9.90 7.99 13.63
C 9.29 8.61 12.51
C 8.22 9.53 12.68
C 7.82 9.89 13.99
C 8.43 9.28 15.10
C 9.46 8.39 14.94
S 10.24 7.34 16.12
H 12.28 4.90 14.26
H 12.11 5.09 15.94
H 9.51 8.41 11.49
H 7.76 9.91 11.76
H 7.02 10.61 14.15
H 8.03 9.35 16.14
*
```



The following is a quantum chemistry calculation of a molecular structure, C49H48AsN2P2PdS4 at a distorted geometry, from the Open Molecules 2025 dataset.

Results
- lowest unoccupied orbital energy (spin up / spin down) (eV) = -6.321 / -11.339
- ΔE to the lowest compared entry with this formula, charge and spin (kcal per mole) = 10.31
- highest occupied orbital energy (spin up / spin down) (eV) = -14.088 / -14.987
- frontier orbital gap (spin up / spin down) (eV) = 7.767 / 3.648
- energy (Ha) = -6643.74831

Geometry as ORCA input:
```
! wB97M-V def2-TZVPD RIJCOSX def2/J DEFGRID3
* xyz 3 5
Pd 0.15 0.26 0.92
C -8.14 2.60 3.68
S -6.37 2.66 3.81
C -5.85 3.30 2.22
C -4.79 2.41 1.56
C -3.44 2.42 2.30
N -2.38 1.63 1.66
P -1.41 2.20 0.33
C -2.51 3.05 -0.83
C -3.00 2.35 -1.93
C -3.87 2.97 -2.82
C -4.25 4.29 -2.60
C -3.75 4.99 -1.51
C -2.87 4.38 -0.63
C -0.35 3.55 0.92
C -0.23 3.93 2.25
C 0.67 4.93 2.61
C 1.45 5.54 1.64
C 1.34 5.16 0.31
C 0.45 4.16 -0.05
P -2.29 -0.07 1.49
C -3.89 -0.72 0.94
C -4.84 -1.15 1.87
C -6.09 -1.57 1.43
C -6.38 -1.58 0.07
C -5.43 -1.17 -0.86
C -4.18 -0.75 -0.42
C -2.03 -0.93 3.05
C -1.93 -2.32 2.98
C -1.66 -3.05 4.12
C -1.49 -2.41 5.34
C -1.59 -1.03 5.42
C -1.86 -0.29 4.27
H -8.53 2.25 4.63
H -8.40 1.91 2.87
H -8.51 3.60 3.45
H -5.45 4.30 2.42
H -6.75 3.40 1.61
H -4.66 2.80 0.55
H -5.18 1.39 1.46
H -3.56 2.06 3.33
H -3.08 3.45 2.35
H -2.68 1.33 -2.11
H -4.24 2.43 -3.68
H -4.92 4.78 -3.30
H -4.03 6.03 -1.36
H -2.45 4.95 0.19
H -0.85 3.47 3.01
H 0.75 5.23 3.65
H 2.14 6.33 1.92
H 1.95 5.64 -0.44
H 0.37 3.85 -1.09
H -4.61 -1.16 2.92
H -6.82 -1.91 2.14
H -7.35 -1.93 -0.27
H -5.65 -1.20 -1.92
H -3.44 -0.45 -1.15
H -2.07 -2.83 2.03
H -1.58 -4.13 4.06
H -1.27 -2.99 6.23
H -1.47 -0.52 6.37
H -1.95 0.78 4.33
S 1.12 -2.00 1.36
C 1.74 -2.05 2.95
C 2.11 -3.32 3.46
C 2.62 -3.43 4.74
C 2.78 -2.29 5.52
C 2.41 -1.03 5.04
C 1.90 -0.89 3.76
As 1.49 0.83 2.99
C 3.15 1.17 2.04
C 3.08 1.83 0.81
C 4.24 2.11 0.10
C 5.47 1.74 0.61
C 5.54 1.05 1.82
C 4.38 0.77 2.53
C 1.60 2.02 4.51
C 2.81 2.61 4.86
C 2.89 3.42 5.99
C 1.76 3.66 6.76
C 0.54 3.10 6.39
C 0.46 2.29 5.27
H 1.99 -4.19 2.84
H 2.89 -4.40 5.13
H 3.20 -2.37 6.51
H 2.52 -0.16 5.67
H 2.12 2.14 0.41
H 4.17 2.63 -0.85
H 6.37 1.97 0.07
H 6.50 0.75 2.22
H 4.45 0.22 3.46
H 3.69 2.46 4.26
H 3.84 3.87 6.26
H 1.83 4.27 7.65
H -0.34 3.31 6.97
H -0.49 1.88 4.98
S 0.51 -0.24 -1.55
C 1.83 -1.26 -1.86
N 1.87 -2.07 -2.89
C 3.06 -2.89 -3.12
C 4.02 -2.62 -1.95
S 3.29 -1.29 -0.94
H 1.09 -2.11 -3.53
H 3.51 -2.63 -4.08
H 2.77 -3.94 -3.16
H 4.99 -2.28 -2.28
H 4.15 -3.50 -1.32
*
```